84
Properties=species:S:1:pos:R:3:forces:R:3:mulliken_charge:R:1 method="wB97M-V/def2-TZVPD" gap_ha=0.206 charge=-1 relative_energy_kj_mol=77.0 homo_energy_ev=-3.79 mol_weight_g_mol=719.26
K 0.527158 -1.342930 -0.955494 0.62 1.37 -0.22 0.91
C 3.233099 4.301579 0.746523 0.20 0.21 -0.04 -1.05
O 1.826404 4.136401 0.614174 0.21 0.31 -0.28 -0.40
C 1.047858 4.714042 1.551593 0.07 0.04 0.04 0.99
C 1.459140 5.774512 2.346432 -0.10 0.15 0.14 -0.79
C 0.578807 6.354621 3.255664 0.04 -0.06 -0.05 -0.70
C -0.707762 5.860227 3.384109 -0.03 -0.05 -0.01 -0.68
C -1.097608 4.758192 2.630164 -0.11 0.10 0.06 -0.74
C -0.237084 4.166272 1.716352 -0.15 -0.12 0.06 0.48
N -0.657299 3.058976 0.963158 0.17 0.08 -0.07 0.33
C 0.056523 1.866215 0.782473 0.15 -0.08 0.08 -0.54
N 1.156206 1.771885 1.567354 -0.01 -0.64 -0.02 0.46
C 2.305285 0.898302 1.494849 -0.21 0.15 -0.08 -0.13
C 2.351552 -0.254143 0.713317 0.32 -0.06 0.32 -0.25
C 3.568998 -0.958535 0.819811 0.07 0.17 0.05 -0.52
C 4.648355 -0.564064 1.614711 -0.06 0.02 -0.06 -0.76
C 4.548967 0.607154 2.361209 0.06 -0.09 -0.03 -0.32
C 3.371909 1.328771 2.292189 0.01 -0.14 -0.14 0.01
O 3.257182 2.527662 3.006151 -0.14 -0.14 0.70 -0.51
C 2.837452 2.316764 4.350419 0.01 -0.01 0.00 -1.08
N -0.346565 0.952006 -0.037229 -0.20 0.42 0.15 0.65
C -1.569248 1.097352 -0.704658 0.13 0.32 -0.02 -0.43
C -1.610532 1.399674 -2.069988 0.00 0.03 0.03 -0.17
C -2.811999 1.555470 -2.749902 0.08 -0.04 0.06 -0.78
C -4.013856 1.403041 -2.072108 0.01 -0.01 0.01 -0.47
C -3.998195 1.061102 -0.726570 -0.02 -0.01 -0.09 -0.57
C -2.796936 0.890253 -0.051906 -0.04 -0.09 -0.16 0.54
O -2.857046 0.557593 1.269698 0.17 -0.20 0.38 -0.56
C -2.150661 -0.646579 1.643369 -0.14 0.02 -0.08 -0.43
H 3.684332 3.635881 0.018101 -0.02 -0.04 -0.07 0.35
H 3.562256 4.011666 1.747657 -0.06 0.18 -0.27 0.42
H 3.534969 5.331301 0.536599 -0.03 0.03 -0.12 0.35
H 2.462813 6.164298 2.244559 -0.05 -0.02 0.00 0.34
H 0.910720 7.187971 3.862899 -0.02 -0.01 -0.03 0.38
H -1.399986 6.304589 4.089610 0.03 -0.03 -0.04 0.37
H -2.087400 4.329838 2.756298 0.07 0.02 0.00 0.42
H -1.644467 2.979943 0.790354 -0.09 0.01 -0.01 0.29
H 1.341150 2.586078 2.128130 -0.04 -0.16 0.02 0.09
H 3.692547 -1.877782 0.237689 0.01 0.09 0.11 0.34
H 5.565681 -1.149879 1.653088 -0.09 0.04 -0.01 0.35
H 5.365087 0.967562 2.981870 -0.08 -0.01 -0.05 0.42
H 3.593634 1.764177 4.915549 0.01 0.01 -0.04 0.34
H 1.900813 1.751276 4.382754 0.00 0.01 -0.02 0.34
H 2.684996 3.295157 4.808197 0.01 0.00 -0.06 0.30
H -0.660597 1.532446 -2.577045 -0.05 0.02 0.01 0.36
H -2.806884 1.799528 -3.805878 0.01 -0.01 0.03 0.40
H -4.958443 1.523969 -2.590075 0.05 0.00 0.03 0.38
H -4.918290 0.903446 -0.175336 0.05 -0.01 -0.01 0.44
H -2.599910 -0.980093 2.576746 -0.04 0.03 -0.01 0.30
H -1.086404 -0.463907 1.785737 0.00 0.06 -0.01 0.16
H -2.281055 -1.422709 0.882248 -0.02 0.06 0.02 0.24
N 3.601628 -0.878066 -8.525411 0.11 -0.02 -0.34 -0.48
C 3.263458 -0.789706 -7.434282 -0.23 0.05 0.75 -0.02
C 2.834207 -0.677550 -6.049360 0.15 0.00 -0.60 0.77
C 3.047771 -1.716525 -5.164757 0.12 -0.29 0.17 -0.72
C 2.615659 -1.563986 -3.854822 -0.07 -0.07 0.12 -0.27
N 2.010050 -0.462472 -3.415175 -0.12 -0.03 -0.06 -0.12
C 1.810216 0.530326 -4.277563 0.14 -0.04 -0.05 -0.23
C 2.203273 0.472047 -5.606409 -0.13 0.29 0.06 -0.74
H 3.534602 -2.626102 -5.487792 -0.01 0.00 0.04 0.44
H 2.737630 -2.365289 -3.129708 -0.03 0.06 -0.06 0.47
H 1.326441 1.419366 -3.887382 0.00 -0.04 -0.01 0.47
H 2.023135 1.298011 -6.279829 -0.01 0.02 0.02 0.43
C -4.550653 -5.536635 -1.549878 0.03 0.03 0.07 -1.34
C -4.002568 -5.170051 -0.196863 -0.22 -0.03 -0.06 1.00
C -4.827586 -4.747677 0.835407 -0.10 0.02 0.01 -0.85
C -4.294965 -4.387537 2.064098 -0.02 0.01 -0.06 0.27
Cl -5.361704 -3.840739 3.343161 0.07 -0.04 -0.08 -0.28
C -2.932433 -4.441997 2.280080 0.05 -0.05 0.01 -0.88
C -2.097311 -4.868273 1.255609 0.02 0.06 0.19 -0.44
C -2.626431 -5.229716 0.025471 0.18 -0.06 -0.01 0.77
O -1.883695 -5.693896 -1.011122 0.10 0.10 -0.10 -0.51
C -0.486471 -5.414533 -1.021225 -0.15 -0.12 0.07 -0.82
C -0.141930 -3.929772 -1.161469 -0.02 0.14 0.02 1.17
O 1.053306 -3.686686 -1.478182 -0.34 -0.72 -0.09 -0.76
O -1.054257 -3.102920 -0.916121 -0.32 -1.01 -0.23 -0.90
H -5.637002 -5.442094 -1.565318 0.03 0.00 0.00 0.40
H -4.282509 -6.560897 -1.816407 -0.01 0.01 0.01 0.30
H -4.126831 -4.890267 -2.322036 -0.01 -0.01 0.05 0.26
H -5.899223 -4.684753 0.676550 0.08 -0.01 0.01 0.33
H -2.519148 -4.149945 3.236739 -0.01 0.01 -0.03 0.44
H -1.027478 -4.876964 1.416838 -0.10 0.03 0.02 0.26
H -0.071215 -5.946397 -1.870692 -0.06 -0.09 -0.07 0.36
H -0.013630 -5.804872 -0.117759 0.12 -0.04 0.00 0.32

---

78
Properties=species:S:1:pos:R:3:forces:R:3:mulliken_charge:R:1 method="wB97M-V/def2-TZVPD" gap_ha="0.322 / 0.313" charge=+2 multiplicity=4 homo_energy_ev="-13.84 / -13.91" s_squared=3.7609 mol_weight_g_mol=652.08
V 0.591662 -1.134882 -0.515245 -0.27 -0.28 -0.62 0.05
C -1.438069 -3.329447 -0.565619 0.01 0.16 0.09 -1.21
C -0.729960 -3.970158 -1.751427 -0.01 -0.09 -0.07 -1.09
C 0.762656 -4.088853 -1.598201 -0.04 0.03 0.10 0.68
C 1.426283 -5.201855 -2.096726 -0.06 -0.05 0.03 -1.06
C 2.780382 -5.350972 -1.876493 0.06 -0.01 0.00 -0.41
C 3.447632 -4.380202 -1.140795 -0.01 -0.04 0.00 -1.03
C 2.731551 -3.290587 -0.706758 -0.08 0.14 0.05 -0.07
N 1.414268 -3.119099 -0.936868 0.08 -0.16 -0.20 0.49
N -1.501624 -1.828309 -0.572232 -0.18 -0.15 0.16 1.45
C -2.505570 -1.481674 -1.614616 0.11 -0.04 0.04 -1.40
C -2.872163 -0.038514 -1.886351 0.01 -0.11 -0.07 0.55
C -3.643874 0.183982 -3.025993 0.05 0.04 0.03 -1.05
C -4.114614 1.457216 -3.273770 -0.02 0.05 0.00 -0.53
C -3.797889 2.468838 -2.377032 0.02 0.02 -0.01 -1.10
C -3.009727 2.155558 -1.289688 0.03 -0.09 -0.04 -0.13
N -2.544469 0.923674 -1.036367 -0.08 0.18 -0.05 0.23
C -2.025840 -1.416732 0.760931 0.14 -0.05 0.08 -1.50
C -0.998107 -1.646895 1.840045 0.02 0.03 -0.12 0.89
C -1.352159 -1.887151 3.155709 -0.05 0.00 -0.02 -1.23
C -0.358245 -2.105732 4.092588 -0.01 0.00 0.08 -0.61
C 0.969943 -2.083864 3.691688 0.02 0.00 -0.01 -0.91
C 1.248001 -1.821934 2.368912 -0.02 0.04 -0.10 -0.36
N 0.289476 -1.601256 1.455107 -0.16 -0.20 0.72 1.01
H -0.939191 -3.636597 0.354121 0.00 -0.01 -0.02 0.49
H -2.467228 -3.696303 -0.510733 0.01 -0.04 -0.02 0.68
H -0.972075 -3.483478 -2.699287 0.02 0.07 0.03 0.31
H -1.128193 -4.980968 -1.850835 0.01 0.01 -0.03 0.56
H 0.865419 -5.952054 -2.637509 0.01 -0.01 0.00 0.49
H 3.306552 -6.216099 -2.256808 0.00 0.00 0.00 0.43
H 4.500584 -4.460869 -0.914333 0.01 0.00 -0.01 0.46
H 3.228141 -2.500235 -0.155363 0.01 0.00 -0.01 0.21
H -3.434800 -2.007660 -1.356815 0.00 0.02 0.02 0.39
H -2.165147 -1.921599 -2.549829 -0.02 0.05 -0.04 0.45
H -3.881526 -0.634654 -3.693416 0.01 0.00 -0.01 0.51
H -4.725007 1.658664 -4.143654 0.00 0.00 -0.01 0.47
H -4.147943 3.481276 -2.518017 -0.02 0.00 -0.01 0.47
H -2.728383 2.929631 -0.584902 -0.02 0.03 -0.06 0.46
H -2.937097 -1.979115 0.992126 -0.02 0.02 0.00 0.78
H -2.279188 -0.357418 0.707820 0.04 -0.03 0.01 0.26
H -2.397458 -1.913570 3.432403 0.00 -0.01 0.01 0.56
H -0.617645 -2.302186 5.124412 0.01 0.00 0.00 0.48
H 1.776399 -2.263438 4.387736 -0.01 0.00 0.01 0.51
H 2.270797 -1.777101 2.012080 0.00 -0.01 0.00 0.24
Cl 2.513643 -0.266838 -1.833487 0.46 0.39 0.08 -0.25
C 3.204869 0.884518 -0.622307 -0.07 -0.24 -0.31 0.84
C 4.568331 1.073387 -0.707421 0.00 0.06 0.07 -0.76
C 5.145135 1.977298 0.172916 0.02 0.00 0.01 -0.63
C 4.354386 2.664091 1.084805 -0.01 -0.04 -0.04 -0.91
C 2.986485 2.447226 1.128055 0.01 0.08 0.02 -0.42
C 2.369648 1.528933 0.276159 -0.04 0.04 -0.05 0.47
P 0.551259 1.288693 0.144992 0.13 0.32 0.20 1.55
C 0.128743 2.720097 -0.880699 0.00 0.02 0.02 0.72
C -0.066167 3.981426 -0.323701 -0.03 0.04 0.01 -0.41
C -0.314019 5.070299 -1.146504 0.01 -0.03 -0.03 -0.75
C -0.346296 4.907833 -2.525751 0.01 0.00 0.02 -0.61
C -0.135285 3.654683 -3.085344 -0.03 0.01 0.03 -0.81
C 0.095561 2.562452 -2.263670 -0.05 -0.04 -0.05 -0.14
C -0.097243 1.619796 1.811774 -0.07 0.01 -0.07 0.87
C 0.650960 1.422662 2.969945 0.06 -0.08 0.05 -0.62
C 0.072639 1.597418 4.219948 -0.03 0.00 -0.03 -0.99
C -1.261907 1.959534 4.326769 0.01 0.01 -0.01 -0.80
C -2.019418 2.145391 3.177526 0.01 0.00 0.00 -0.83
C -1.442502 1.977148 1.928218 0.00 0.00 0.06 -0.55
H 5.159066 0.544787 -1.441825 0.01 0.00 0.00 0.53
H 6.211831 2.150340 0.134249 0.00 0.00 0.00 0.44
H 4.803361 3.380228 1.758784 0.01 0.01 0.00 0.48
H 2.384050 3.008194 1.831165 0.00 0.01 -0.05 0.50
H -0.038859 4.119332 0.750444 0.01 -0.01 0.00 0.37
H -0.474481 6.047038 -0.710497 0.00 0.01 0.00 0.48
H -0.531914 5.760831 -3.164566 -0.01 0.00 0.00 0.44
H -0.161352 3.528414 -4.159252 0.01 -0.01 -0.01 0.48
H 0.233186 1.582979 -2.708990 0.00 0.00 0.02 0.21
H 1.695254 1.142039 2.913597 -0.05 -0.03 0.00 0.59
H 0.672506 1.460745 5.110117 0.00 -0.01 0.01 0.49
H -1.707528 2.107677 5.301168 -0.01 0.00 0.00 0.44
H -3.059685 2.432924 3.253505 -0.01 0.01 0.00 0.51
H -2.040780 2.121028 1.039880 0.04 -0.03 0.08 0.20

---

88
Properties=species:S:1:pos:R:3:forces:R:3:mulliken_charge:R:1 method="wB97M-V/def2-TZVPD" gap_ha=0.242 charge=-1 relative_energy_kj_mol=5.3 homo_energy_ev=-4.52 mol_weight_g_mol=1161.72
Pb -1.072467 -1.282491 -0.382258 -0.17 -0.01 -0.05 1.72
N -2.222431 1.986605 -1.530484 0.02 -0.02 0.03 -0.67
N -1.279714 2.327505 -2.496977 -0.05 0.01 -0.01 0.02
C -0.378939 1.501958 -3.057697 0.02 -0.02 0.02 0.39
N 0.415714 2.043032 -3.992406 0.04 -0.06 -0.02 -0.38
N -0.376136 0.242343 -2.622536 -0.11 0.03 -0.12 0.05
N 0.411656 -0.682468 -3.258430 0.17 0.16 0.12 0.97
O 1.170542 -0.391181 -4.184897 -0.01 0.07 -0.12 -0.87
O 0.319831 -1.803513 -2.818159 -0.14 -0.17 0.01 -0.51
H -2.841484 1.266201 -1.882422 0.03 0.02 0.00 0.33
H -1.769127 1.649362 -0.668407 -0.01 0.00 -0.02 -0.25
H -1.215086 3.310646 -2.700389 0.01 -0.03 0.02 0.25
H 0.215831 2.962076 -4.341717 0.02 0.00 0.01 0.18
H 1.045535 1.416772 -4.473446 -0.02 0.02 0.03 0.23
C 1.392814 3.019180 -0.498283 -0.02 -0.01 0.01 -1.32
C 0.361325 3.258806 0.607182 -0.04 0.00 -0.01 0.77
C 0.339728 4.725494 1.037984 0.02 -0.01 -0.01 -1.83
C 0.612136 2.313714 1.762895 0.01 0.01 0.01 0.60
C 1.705949 2.533291 2.593505 0.02 -0.01 0.00 -0.54
C 1.986925 1.686687 3.651993 0.04 -0.01 -0.02 -1.48
C 1.171438 0.588203 3.868259 -0.01 0.00 0.00 -0.56
C 0.072055 0.336267 3.058138 0.00 0.00 -0.01 1.37
C -0.771928 -0.894750 3.329305 0.02 -0.01 0.01 0.79
C 0.045872 -2.173665 3.128103 -0.01 0.00 -0.02 -1.54
C -1.399801 -0.858709 4.723517 -0.01 0.00 -0.01 -1.66
C -0.226010 1.208775 1.990721 0.01 -0.07 -0.02 -0.72
N -1.346099 0.949918 1.165178 0.09 0.11 0.05 1.10
C -2.531840 1.348543 1.706774 -0.02 -0.04 -0.05 1.37
C -2.681752 2.159829 2.857279 -0.01 0.01 0.01 -0.91
C -3.923313 2.545812 3.340080 -0.01 0.00 0.01 -0.92
C -5.097056 2.153038 2.716033 -0.01 0.01 0.01 -0.59
C -4.997589 1.351113 1.581835 0.01 0.00 0.00 -0.79
C -3.762324 0.978983 1.121181 -0.02 0.01 0.00 -0.30
F -3.722649 0.173735 0.008671 0.00 0.02 -0.01 -0.17
H 1.198312 3.656473 -1.366652 0.00 0.01 -0.01 0.42
H 1.387282 1.972955 -0.812652 0.00 -0.01 -0.01 0.00
H 2.400247 3.246354 -0.139555 0.01 0.00 0.01 0.38
H -0.628707 3.022908 0.217446 0.01 0.02 0.01 0.07
H 1.307893 5.046503 1.428597 0.00 0.00 0.00 0.32
H -0.409981 4.891658 1.812793 0.00 0.00 0.01 0.37
H 0.100507 5.369411 0.187519 -0.01 0.00 0.00 0.45
H 2.351895 3.384707 2.407873 0.00 0.01 0.01 0.27
H 2.839699 1.872876 4.294074 0.00 0.00 0.00 0.33
H 1.396752 -0.090104 4.683793 0.00 -0.01 0.01 0.29
H -1.589288 -0.897191 2.606421 -0.01 0.01 0.01 -0.06
H 0.845442 -2.244959 3.869618 0.01 0.00 0.01 0.32
H 0.521304 -2.193377 2.144575 0.01 -0.01 0.02 0.32
H -0.586296 -3.058357 3.228608 -0.01 -0.01 0.00 0.38
H -0.632190 -0.867009 5.501503 0.01 0.00 0.00 0.31
H -2.039291 -1.730917 4.876630 0.00 -0.01 0.00 0.46
H -2.007297 0.038092 4.851278 -0.01 0.01 0.01 0.34
H -1.787904 2.488617 3.371827 0.00 0.00 0.00 0.52
H -3.966788 3.169131 4.225815 0.00 0.00 0.01 0.39
H -6.064533 2.451964 3.095246 -0.01 0.00 0.00 0.36
H -5.873169 1.000250 1.050308 -0.01 0.00 0.00 0.45
I -0.600281 -6.784594 -0.677192 0.00 0.00 0.00 -0.02
C -1.678539 -5.658817 -2.058703 0.01 0.00 0.00 -0.58
C -2.295697 -6.300578 -3.133470 0.00 -0.03 -0.01 -0.33
C -3.012742 -5.597594 -4.064621 -0.01 0.01 -0.01 -0.24
I -3.899529 -6.652847 -5.641891 0.01 0.00 0.01 -0.01
C -3.147121 -4.192358 -3.946020 0.01 -0.02 0.00 0.83
C -3.872418 -3.379426 -4.844408 -0.01 0.02 0.00 -0.63
C -3.954844 -2.032406 -4.636881 0.00 -0.02 0.00 -1.24
C -3.305307 -1.485469 -3.518848 0.00 0.03 0.00 -0.07
N -2.621043 -2.203795 -2.666973 0.02 0.02 -0.04 0.32
C -2.520636 -3.539590 -2.851291 -0.01 -0.06 0.01 -0.12
C -1.737880 -4.272139 -1.853828 -0.04 0.05 -0.07 0.65
O -1.175641 -3.680413 -0.886046 0.14 -0.01 0.15 -0.66
H -2.199108 -7.374186 -3.225199 0.00 0.00 0.00 0.32
H -4.361446 -3.837131 -5.694203 0.00 0.00 0.00 0.15
H -4.507301 -1.392336 -5.311765 0.00 0.00 0.00 0.42
H -3.353281 -0.416394 -3.331402 0.00 0.00 0.01 0.32
F 8.732953 -0.102105 -0.890765 0.01 -0.02 -0.04 -0.28
C 8.067265 0.201699 0.238729 0.00 0.00 0.00 0.94
F 8.643672 -0.521670 1.225425 0.00 -0.02 0.03 -0.26
F 8.344970 1.492986 0.517267 -0.01 0.03 0.01 -0.27
C 6.597795 -0.052477 0.130717 -0.01 0.01 0.02 0.43
C 5.741813 0.513709 1.068893 0.00 0.01 -0.01 -0.85
C 4.383786 0.267461 1.003034 0.00 -0.02 -0.01 -0.06
C 3.858623 -0.550772 -0.003351 0.02 -0.01 -0.02 -0.14
C 4.732051 -1.118251 -0.934858 0.00 0.00 -0.01 -0.81
C 6.092314 -0.872226 -0.868293 0.02 0.00 0.00 -0.72
C 2.450376 -0.785277 -0.089344 -0.01 0.07 -0.04 0.75
C 1.249254 -0.949811 -0.188769 0.01 -0.08 0.09 -1.47
H 6.139517 1.153172 1.846775 0.00 0.00 0.00 0.39
H 3.706531 0.703905 1.723156 -0.04 0.03 0.04 0.46
H 4.326996 -1.749268 -1.714262 -0.01 -0.01 0.00 0.53
H 6.759405 -1.312101 -1.596800 0.00 0.00 0.00 0.41